1.
The following is a DFT calculation (ωB97M-V with the def2-TZVPD basis set) of C16H32ClN2O7PtSi3 as an isolated structure.

Multiplicity: 1
Total charge: +1
Gap between HOMO and LUMO (spin up / spin down) in Ha: 0.2134 / 0.2005
Energy in eV: -73809.079
HOMO energy (spin up / spin down) in eV: -12.2 / -12.3

Positions of all 62 atoms, in Å:
Pt1 -0.2561 -0.1085 0.1151
O1 1.2560 -0.2813 1.7060
N1 1.0439 0.3998 2.7461
N2 -0.0632 0.9707 2.8878
O2 -1.0459 0.8202 2.0460
C1 -0.2077 1.9393 3.9417
C2 0.8770 2.2506 4.7572
C3 0.7560 3.2831 5.6673
C4 -0.4316 3.9994 5.7572
C5 -1.5169 3.6526 4.9673
C6 -1.4144 2.6133 4.0579
H1 1.7947 1.6901 4.6592
H2 1.5876 3.5430 6.3069
H3 -0.5151 4.8255 6.4498
H4 -2.4485 4.1925 5.0622
H5 -2.2443 2.3229 3.4313
O3 -0.3868 -3.0223 0.4674
Cl1 -1.1015 -1.9957 1.2090
O4 -2.4796 -1.9713 0.8038
O5 -0.9206 -2.1173 2.6089
O6 -0.5350 -1.6404 -1.9201
C7 2.7582 -0.7840 -1.5306
O7 1.6103 0.0553 -1.3870
Si1 0.8896 1.0773 -2.4745
C8 1.9403 2.6030 -2.7721
C9 0.5741 0.2628 -4.1345
C10 -0.6923 1.3753 -1.4219
Si2 -0.7759 3.0476 -0.4593
C11 -2.3681 3.1642 0.5451
C12 -0.7835 4.5415 -1.6131
C13 0.7787 3.1177 0.6367
Si3 -2.2964 0.5092 -1.8968
C14 -1.9031 -1.3895 -2.2480
C15 -3.7886 0.4197 -0.7397
C16 -2.9136 1.1115 -3.5863
H6 3.6286 -0.1744 -1.7765
H7 2.5868 -1.5177 -2.3184
H8 2.9274 -1.2924 -0.5845
H9 2.8175 2.3291 -3.3618
H10 2.2890 3.0775 -1.8551
H11 1.3854 3.3428 -3.3499
H12 1.5287 0.1005 -4.6407
H13 -0.0271 0.9000 -4.7835
H14 0.0810 -0.7030 -4.0368
H15 -3.2192 3.4177 -0.0883
H16 -2.2608 3.9592 1.2862
H17 -2.5897 2.2413 1.0732
H18 -1.6043 4.5058 -2.3304
H19 0.1468 4.6614 -2.1644
H20 -0.9213 5.4347 -1.0008
H21 1.3099 2.1635 0.6765
H22 0.5074 3.4011 1.6556
H23 1.4884 3.8598 0.2701
H24 -0.4468 -2.3055 -1.2224
H25 -2.0710 -1.5164 -3.3201
H26 -2.6082 -1.9792 -1.6670
H27 -3.5417 0.1380 0.2809
H28 -4.4710 -0.3381 -1.1258
H29 -4.3160 1.3743 -0.7223
H30 -2.2271 0.8662 -4.3944
H31 -3.0624 2.1938 -3.5943
H32 -3.8747 0.6459 -3.8068



2.
The following is a DFT calculation (ωB97M-V with the def2-TZVPD basis set) of C16H32FeNOPSi as an isolated structure.

Multiplicity: 5
Gap between HOMO and LUMO (spin up / spin down) in Ha: 0.1880 / 0.2738
<S²>: 6.032
Energy in eV: -72199.210
HOMO energy (spin up / spin down) in eV: -4.5 / -7.2

Positions of all 53 atoms, in Å:
C1 2.4642 -1.4631 -3.6468
C2 3.1786 -1.2517 -2.4592
C3 2.5168 -0.7220 -1.3279
C4 1.1704 -0.3967 -1.4289
C5 0.4385 -0.6342 -2.5948
C6 1.0946 -1.1876 -3.7063
C7 3.2324 -0.5348 -0.0169
C8 2.6867 0.5739 0.9204
N1 3.0296 1.9218 0.5497
Fe1 0.5740 0.8905 -0.0425
C9 -1.0185 -0.2469 -2.6563
P1 -1.2577 1.1920 -1.5142
H1 4.2422 -1.4919 -2.4081
H2 0.5297 -1.3743 -4.6268
H3 2.9792 -1.8566 -4.5272
H4 -1.7111 -1.0482 -2.3353
H5 -1.3478 0.0570 -3.6618
H6 3.1644 -1.4656 0.5727
H7 4.3098 -0.3557 -0.1805
H8 1.6133 0.4212 1.2821
C10 -3.0414 1.3072 -1.3519
C11 -0.6933 2.6184 -2.4916
H9 3.2208 0.4391 1.8818
C12 3.0998 2.4274 -0.7951
C13 3.1652 2.8697 1.6065
H10 -1.6531 -0.5281 2.0119
H11 3.7937 3.2878 -0.8008
H12 3.4342 1.6797 -1.5223
H13 2.0954 2.8032 -1.0928
H14 3.8320 3.6967 1.3082
H15 2.1684 3.2900 1.8494
H16 3.5814 2.3878 2.5104
H17 -1.3244 2.7465 -3.3751
H18 -0.7653 3.4985 -1.8430
H19 0.3534 2.4762 -2.7825
H20 -3.5250 1.5057 -2.3165
H21 -3.4252 0.3624 -0.9297
H22 -3.2568 2.1273 -0.6575
H23 -0.7053 1.8866 -0.1216
C14 -4.5529 -1.4798 2.5267
Si1 -2.8038 -2.1014 2.7758
C15 -2.0848 -1.5747 4.4296
C16 -2.6039 -3.9278 2.4585
O1 -1.9096 -1.3773 1.5768
H24 -5.2221 -1.9903 3.2356
H25 -4.8890 -1.6777 1.4994
H26 -4.6283 -0.3939 2.6826
H27 -2.6980 -2.0804 5.1949
H28 -1.0373 -1.8887 4.5502
H29 -2.1227 -0.4896 4.6041
H30 -2.8869 -4.1918 1.4315
H31 -1.5622 -4.2564 2.5939
H32 -3.2422 -4.4794 3.1614



3.
The following is a DFT calculation (ωB97M-V with the def2-TZVPD basis set) of an isolated ion of composition C16H32N and charge +1.

SMILES: CC#CC[N+](C)(C)CCCCCCCCCC
Multiplicity: 1
Total charge: +1
Energy above the lowest of the compared OMol25 structures with the same formula, charge and spin in eV: 0.087
Gap between HOMO and LUMO in Ha: 0.4072
Energy in eV: -18593.897
HOMO energy in eV: -13.4

Positions of all 49 atoms, in Å:
C1 -5.3120 -0.5602 -0.9177
C2 -3.9418 -0.1677 -0.7297
C3 -2.7977 0.1598 -0.5710
C4 -1.4031 0.5211 -0.4096
H1 -0.9847 0.7720 -1.3872
H2 -0.8501 -0.3279 0.0036
N1 -1.2180 1.6927 0.5042
C5 -1.8142 1.3671 1.8138
H3 -1.7466 2.2226 2.4829
H4 -1.2934 0.5243 2.2654
H5 -2.8612 1.0974 1.6822
C6 -1.9096 2.8651 -0.0578
H6 -1.5387 3.0819 -1.0568
H7 -2.9768 2.6585 -0.1248
H8 -1.7510 3.7339 0.5781
C7 0.2346 1.9671 0.7113
C8 1.0296 2.4182 -0.5106
H9 0.9457 1.7056 -1.3282
H10 0.6692 3.3862 -0.8622
C9 2.5137 2.5847 -0.1549
C10 3.2756 1.3237 0.2660
C11 3.5281 0.2912 -0.8397
C12 2.4135 -0.7187 -1.1303
C13 2.0403 -1.6033 0.0578
C14 1.0362 -2.6859 -0.3365
C15 0.5338 -3.4793 0.8680
C16 -0.4743 -4.5463 0.4608
H11 -1.3381 -4.0961 -0.0253
H12 -0.8185 -5.0980 1.3316
H13 -0.0215 -5.2503 -0.2324
H14 1.3826 -3.9526 1.3640
H15 0.0702 -2.8002 1.5908
H16 1.5087 -3.3704 -1.0423
H17 0.1824 -2.2342 -0.8529
H18 2.9416 -2.0760 0.4504
H19 1.6161 -1.0026 0.8685
H20 2.7674 -1.3674 -1.9343
H21 1.5185 -0.2198 -1.5070
H22 3.7680 0.8205 -1.7641
H23 4.4140 -0.2813 -0.5592
H24 4.2525 1.6682 0.6103
H25 2.8023 0.8476 1.1245
H26 2.5938 3.3170 0.6520
H27 3.0143 3.0092 -1.0263
H28 0.3158 2.7376 1.4820
H29 0.6801 1.0502 1.1008
H30 -5.4696 -0.8515 -1.9549
H31 -5.5514 -1.4037 -0.2721
H32 -5.9762 0.2700 -0.6810



4.
The following is a DFT calculation (ωB97M-V with the def2-TZVPD basis set) of C16H32N as an isolated structure.

Multiplicity: 1
Total charge: +1
Energy above the lowest of the compared OMol25 structures with the same formula, charge and spin in eV: 15.501
Gap between HOMO and LUMO in Ha: 0.3109
Energy in eV: -18578.483
HOMO energy in eV: -11.0

Positions of all 49 atoms, in Å:
C1 2.0461 -2.6271 2.0342
C2 0.5568 -2.9929 1.8756
C3 -0.5513 -3.2877 1.7881
C4 -1.9869 -3.4237 1.5575
H1 -2.4266 -3.9861 2.2381
H2 -2.1229 -3.8527 0.6361
N1 -2.7552 -1.9119 1.5573
C5 -2.4914 -1.4450 2.6472
H3 -3.1128 -0.5416 2.6921
H4 -1.5353 -1.0621 2.8040
H5 -2.5523 -2.0795 3.6704
C6 -4.0200 -2.5376 1.2915
H6 -4.6203 -3.0534 2.0920
H7 -4.7133 -1.6252 1.4298
H8 -4.3422 -3.1104 0.3599
C7 -2.2406 -1.2296 0.3715
C8 -2.9935 0.1432 0.1352
H9 -3.9398 0.0774 0.0009
H10 -2.6727 0.4965 1.0458
C9 -2.1443 0.7921 -0.9732
C10 -0.9691 1.5837 -0.8241
C11 0.3722 0.9466 -0.0668
C12 1.5508 1.6976 0.0115
C13 2.1838 2.1578 -1.2909
C14 3.4936 2.6264 -1.3966
C15 3.9459 3.2439 -2.5503
C16 4.3703 2.2577 -3.4956
H11 5.0999 2.4034 -4.2715
H12 3.7370 1.6353 -3.7110
H13 5.1803 1.6083 -2.8069
H14 3.3091 3.7676 -3.1522
H15 4.8101 3.9553 -2.5017
H16 4.1243 2.2373 -0.6648
H17 3.0814 3.8230 -0.7306
H18 2.2882 1.1797 -1.9821
H19 1.5185 2.5036 -1.9161
H20 2.1816 1.0991 0.4147
H21 1.2294 2.7977 0.6648
H22 0.0308 0.4628 0.8455
H23 0.6150 0.0397 -0.7518
H24 -0.7972 2.2088 -1.5004
H25 -1.1327 2.5420 0.1552
H26 -2.9124 1.4833 -1.5685
H27 -1.9856 0.1193 -1.8700
H28 -1.0726 -1.3065 0.2972
H29 -2.6715 -2.0154 -0.5374
H30 2.2369 -1.8067 1.2936
H31 2.1192 -2.3211 3.0002
H32 2.6809 -3.6729 1.6524



5.
The following is a DFT calculation (ωB97M-V with the def2-TZVPD basis set) of C16H32O19Tl as an isolated structure.

Multiplicity: 1
Total charge: +1
Energy above the lowest of the compared OMol25 structures with the same formula, charge and spin in eV: 0.000
Gap between HOMO and LUMO in Ha: 0.1171
Energy in eV: -60695.029
HOMO energy in eV: -12.7

Positions of all 68 atoms, in Å:
Tl1 10.9127 -23.0741 -25.4455
O1 8.3281 -22.2403 -26.0358
H1 7.7752 -21.4719 -26.2306
O2 8.1719 -22.5876 -28.2670
C1 9.2647 -22.2436 -28.8952
O3 10.3762 -22.1402 -28.3398
O4 9.2418 -21.9139 -30.0889
H2 8.3458 -22.5937 -27.1325
C2 6.7125 -24.7663 -26.8911
O5 7.0136 -25.7822 -25.9802
C3 8.3012 -26.0971 -25.8286
O6 9.2118 -25.4116 -26.1271
O7 8.3865 -27.2925 -25.2916
C4 9.6622 -27.8226 -25.1846
H3 6.8414 -23.7848 -26.4510
H4 5.7216 -24.8997 -27.3221
H5 7.3204 -24.8061 -27.8013
H6 10.1237 -27.9090 -26.1703
H7 9.6083 -28.8362 -24.8055
H8 10.2909 -27.2003 -24.5545
C5 8.1838 -19.4236 -23.3959
O8 8.2194 -20.0757 -22.1455
C6 9.1459 -20.9972 -22.0492
O9 9.8570 -21.3294 -22.9291
O10 9.0929 -21.4695 -20.8459
C7 10.1212 -22.3745 -20.3913
H9 7.3037 -18.7833 -23.3934
H10 7.9969 -20.1296 -24.2146
H11 9.0676 -18.8404 -23.6448
H12 9.6375 -23.3012 -20.0857
H13 10.5240 -21.9869 -19.4532
H14 10.8962 -22.4639 -21.1467
C8 4.8188 -21.6319 -27.2783
O11 4.2296 -20.3959 -27.6989
C9 4.4821 -19.3139 -26.9927
O12 5.3489 -19.1428 -26.2107
O13 3.6934 -18.3750 -27.4505
C10 3.7307 -17.1120 -26.8110
H15 4.5471 -22.3518 -28.0382
H16 4.4279 -21.9162 -26.3008
H17 5.8993 -21.5562 -27.1889
H18 4.1338 -17.1443 -25.7978
H19 2.6965 -16.8090 -26.6433
H20 4.2589 -16.4048 -27.4374
C11 5.5959 -17.3124 -30.2333
O14 6.9797 -17.3613 -30.4293
C12 7.7669 -17.6957 -29.4713
O15 8.9209 -17.8456 -29.6487
O16 7.1618 -17.8895 -28.3237
C13 8.0194 -17.9673 -27.1670
H21 5.2145 -18.1140 -29.6019
H22 5.0680 -17.3367 -31.1806
H23 5.2848 -16.3792 -29.7496
H24 7.3829 -17.7395 -26.3239
H25 8.7836 -17.1972 -27.2518
H26 8.4474 -18.9589 -27.1418
C14 7.0505 -23.4858 -23.3509
O17 7.5715 -24.1893 -22.2475
C15 8.7542 -24.7586 -22.3755
O18 9.5481 -24.5763 -23.2860
O19 8.9630 -25.5202 -21.2937
C16 10.1505 -26.3229 -21.2520
H27 6.9138 -22.4247 -23.0915
H28 6.0389 -23.7649 -23.6649
H29 7.6719 -23.5050 -24.2504
H30 11.0137 -25.7037 -21.0091
H31 10.2840 -26.8386 -22.2014
H32 10.0318 -27.0773 -20.4826



6.
The following is a DFT calculation (ωB97M-V with the def2-TZVPD basis set) of a 4-piece molecular cluster, C16H32O4 overall.

SMILES: C1CCOC1.C1CCOC1.C1CCOC1.C1CCOC1
Multiplicity: 1
Energy above the lowest of the compared OMol25 structures with the same formula, charge and spin in eV: 1.924
Gap between HOMO and LUMO in Ha: 0.3778
Energy in eV: -25297.158
HOMO energy in eV: -9.6

Positions of all 52 atoms, in Å:
C1 -6.5339 -24.7114 -3.9309
C2 -6.0749 -25.3051 -2.6211
C3 -6.8352 -26.6592 -2.5913
O1 -7.9448 -26.5484 -3.5314
C4 -7.3008 -25.8973 -4.5855
H1 -5.7484 -24.3496 -4.5944
H2 -7.1255 -23.8198 -3.7231
H3 -6.4816 -24.6501 -1.8505
H4 -5.0124 -25.4225 -2.4081
H5 -7.1782 -26.9664 -1.6033
H6 -6.1168 -27.4120 -2.9159
H7 -8.0105 -25.6999 -5.3889
H8 -6.6731 -26.6621 -5.0430
C5 -6.2043 -20.3754 -6.0791
C6 -7.5592 -20.7565 -5.3887
C7 -7.4565 -19.9440 -4.1033
O2 -6.1827 -20.1670 -3.6613
C8 -5.3068 -20.2924 -4.7597
H9 -6.2926 -19.4641 -6.6705
H10 -5.8615 -21.1161 -6.8016
H11 -7.5233 -21.7599 -4.9645
H12 -8.4590 -20.5510 -5.9684
H13 -8.2977 -20.1753 -3.4500
H14 -7.6164 -18.8914 -4.3370
H15 -4.5818 -21.0667 -4.5087
H16 -4.6644 -19.4120 -4.7798
C9 -12.0712 -17.4550 -4.3974
C10 -11.1535 -18.6323 -4.6923
C11 -11.2857 -19.5676 -3.4138
O3 -12.6000 -19.1808 -2.9180
C12 -13.0031 -17.9195 -3.3747
H17 -12.4109 -17.0306 -5.3422
H18 -11.4796 -16.6550 -3.9525
H19 -10.1679 -18.1768 -4.7880
H20 -11.3032 -19.0428 -5.6909
H21 -10.4326 -19.3525 -2.7703
H22 -11.1889 -20.6092 -3.7199
H23 -12.9566 -17.2634 -2.5055
H24 -14.0393 -17.8133 -3.6959
C13 -6.0286 -25.4389 -7.5259
C14 -5.4206 -25.6943 -8.9162
C15 -6.4935 -25.2545 -9.8298
O4 -7.2940 -24.3672 -9.0554
C16 -6.6893 -24.0941 -7.8060
H25 -5.2532 -25.4019 -6.7607
H26 -6.7803 -26.2087 -7.3517
H27 -5.2306 -26.7323 -9.1891
H28 -4.5364 -25.0950 -9.1333
H29 -6.9747 -26.2004 -10.0787
H30 -6.0545 -24.7520 -10.6917
H31 -7.5027 -23.8601 -7.1192
H32 -5.9683 -23.2773 -7.8404



7.
The following is a DFT calculation (ωB97M-V with the def2-TZVPD basis set) of a 3-piece molecular cluster, C16H33BF2N2O12S overall.

Multiplicity: 1
Total charge: -2
Gap between HOMO and LUMO in Ha: 0.1440
Energy in eV: -61620.944
HOMO energy in eV: -0.3

Positions of all 67 atoms, in Å:
C1 -0.3899 2.1611 -2.1862
S1 -1.4191 2.9398 -3.4923
O1 -1.3623 2.1797 -4.7834
O2 -0.7580 4.2492 -3.7814
B1 -3.1865 3.3494 -2.9210
N1 -3.7539 4.3123 -3.9898
C2 -3.0914 4.2099 -1.5105
O3 -2.6859 3.7279 -0.4064
O4 -3.4265 5.4755 -1.5317
N2 -4.1771 2.1276 -2.8697
C3 -5.3426 2.3734 -2.0687
O5 -6.3614 2.6325 -2.6285
F1 -5.3830 2.2847 -0.7097
C4 -3.5559 0.8961 -2.5466
O6 -3.4286 0.4594 -1.4433
F2 -3.0834 0.0687 -3.5593
H1 -0.8886 2.1088 -1.1889
H2 -0.2492 1.0893 -2.5172
H3 0.6364 2.6012 -2.1659
H4 -4.6254 3.8808 -4.3268
H5 -3.1564 4.3215 -4.8240
C5 5.3761 3.3636 2.5352
O7 3.9854 3.2951 2.7572
C6 3.1974 3.7705 1.6682
C7 2.0451 2.8311 1.3436
O8 2.4137 1.5600 0.8106
C8 3.1020 0.6513 1.6566
C9 2.3003 0.1120 2.8339
O9 2.0425 1.1195 3.8021
C10 0.7077 1.1329 4.2702
H6 5.7540 4.3538 2.8157
H7 5.8563 2.6120 3.1648
H8 5.6346 3.1451 1.4936
H9 3.8068 3.9175 0.7697
H10 2.7845 4.7397 1.9669
H11 1.4470 3.3086 0.5627
H12 1.3749 2.7124 2.1933
H13 4.0571 1.0674 1.9809
H14 3.3504 -0.2030 1.0188
H15 2.8850 -0.6725 3.3319
H16 1.3689 -0.3329 2.4655
H17 -0.0083 0.9642 3.4607
H18 0.5103 2.1175 4.6955
H19 0.5770 0.3746 5.0490
C11 2.0473 -5.2469 -1.7109
O10 0.7908 -4.6416 -1.4974
C12 -0.3164 -5.4913 -1.7554
C13 -1.3625 -5.4132 -0.6516
O11 -0.9690 -5.9399 0.6138
C14 0.0528 -5.2524 1.3293
C15 -0.3124 -3.8590 1.8228
O12 -0.4495 -2.9453 0.7496
C16 -1.5988 -2.1155 0.8440
H20 2.3377 -5.1495 -2.7628
H21 2.7814 -4.7270 -1.0935
H22 2.0473 -6.3028 -1.4175
H23 0.0003 -6.5336 -1.8802
H24 -0.7720 -5.1550 -2.6934
H25 -2.2122 -6.0260 -0.9676
H26 -1.7524 -4.4022 -0.5441
H27 0.9842 -5.2427 0.7630
H28 0.2483 -5.8679 2.2135
H29 0.4969 -3.4873 2.4649
H30 -1.2301 -3.9118 2.4203
H31 -2.4729 -2.6721 1.1973
H32 -1.8227 -1.7314 -0.1514
H33 -1.3959 -1.2748 1.5120



8.
The following is a DFT calculation (ωB97M-V with the def2-TZVPD basis set) of C16H33BN2OP2Pd as an isolated structure.

Multiplicity: 5
Energy above the lowest of the compared OMol25 structures with the same formula, charge and spin in eV: 0.394
Gap between HOMO and LUMO (spin up / spin down) in Ha: 0.1218 / 0.1844
<S²>: 6.067
Energy in eV: -44879.430
HOMO energy (spin up / spin down) in eV: -3.2 / -6.3

Positions of all 56 atoms, in Å:
Pd1 0.1777 -2.1640 0.2286
P1 -0.8683 2.3005 -2.8406
P2 -1.1962 -2.3122 2.7180
N1 2.0315 -2.4541 0.5256
H1 -1.6816 2.0684 -1.6770
C1 -1.4728 3.7366 -3.7380
H2 -2.1570 3.4137 -4.5334
H3 -0.6297 4.2869 -4.1758
H4 -2.0116 4.3873 -3.0367
C2 -0.9481 0.8294 -3.8836
H5 -1.8840 0.8305 -4.4587
H6 -0.8983 -0.0540 -3.2336
H7 -0.0928 0.8329 -4.5741
C3 0.8430 2.5399 -2.3155
H8 1.4824 2.6257 -3.2063
H9 1.1644 1.6777 -1.7157
H10 0.9289 3.4591 -1.7193
C4 -0.5701 -1.2372 4.0017
H11 -0.8923 -1.6378 4.9741
H12 -0.9563 -0.2156 3.8874
H13 0.5274 -1.2292 3.9587
C5 -2.7842 -2.9867 3.1736
H14 -2.8026 -3.1199 4.2649
H15 -2.9035 -3.9663 2.6907
H16 -3.6023 -2.3203 2.8753
C6 -0.0326 -3.6459 2.4298
H17 -0.5850 -4.5805 2.5813
H18 0.7701 -3.5549 3.1682
H19 0.4387 -3.6624 1.3974
C7 3.0031 -1.5781 0.3462
C8 3.8848 0.6625 -0.1063
C9 2.8018 -0.1738 0.1142
C10 4.3546 -2.0766 0.3591
C11 5.4166 -1.2272 0.1199
C12 5.1894 0.1434 -0.1092
H20 3.7120 1.7273 -0.2756
H21 1.7685 0.1910 0.0993
H22 4.4704 -3.1479 0.5462
H23 6.4322 -1.6250 0.1104
H24 6.0343 0.8091 -0.2910
C13 -1.6703 0.5924 -0.2894
O1 -0.6350 -0.0783 -0.8345
C14 -1.2994 1.9129 0.4282
H25 -0.9545 1.6987 1.4490
H26 -2.1747 2.5686 0.4975
H27 -0.4738 2.4360 -0.0684
C15 -3.0062 0.5134 -1.0617
H28 -3.6419 1.3689 -0.8103
H29 -3.5478 -0.3972 -0.7798
H30 -2.8511 0.4554 -2.1437
B1 -3.3332 0.1656 1.9398
C16 -2.0771 -0.3405 1.0468
N2 -1.4262 -1.3972 1.2849
H31 -3.6326 1.3006 1.6083
H32 -3.0056 0.1497 3.1186
H33 -4.2542 -0.6066 1.7241